No. 1
18
Properties=species:S:1:pos:R:3:forces:R:3:lowdin_charge:R:1 method="wB97M-V/def2-TZVPD" total_charge=+1 relative_energy_kcal_mol=13.7 gap_ev=9.850 e_lumo_ev=-3.4350
C -0.532672 -1.388995 -0.784798 -0.488 1.001 0.149 -0.020
C -0.377778 0.037214 -0.230561 1.051 0.067 0.051 -0.411
C 0.155212 0.038470 1.202944 -0.227 -0.746 -0.435 -0.538
S 0.054118 1.627489 2.084861 -0.239 -0.107 -0.446 0.770
N -1.767986 0.658493 -0.226043 -0.886 -1.825 -0.480 0.197
H 0.389033 -1.917597 -0.988466 0.357 0.260 0.217 0.098
H -1.101701 -1.946570 -0.039132 -0.227 -0.341 -0.416 0.097
H -1.033016 -1.272568 -1.750668 -0.209 -0.547 0.092 0.094
H 0.215373 0.634342 -0.922890 0.105 0.116 0.200 0.141
H 1.156142 -0.386989 1.224773 0.176 0.413 -0.303 0.071
H -0.435848 -0.753214 1.681394 -0.163 0.518 0.593 0.086
H 0.096049 2.382305 0.961587 0.239 -0.092 0.333 -0.126
H -1.884157 1.660131 -0.231629 0.379 0.499 -0.040 0.152
H -2.282496 0.300361 0.575483 0.006 0.156 0.529 0.163
H -2.280000 0.226666 -1.011349 0.164 0.647 -0.043 0.169
H 3.493500 0.765111 -0.426633 0.533 0.281 0.149 0.047
H 3.266509 -0.750530 -0.460938 0.611 -0.601 0.148 0.038
O 2.869719 0.085882 -0.657935 -1.184 0.300 -0.299 -0.027

No. 2
18
Properties=species:S:1:pos:R:3:forces:R:3:lowdin_charge:R:1 method="wB97M-V/def2-TZVPD" total_charge=+1 relative_energy_kcal_mol=50.3 gap_ev=8.516 e_lumo_ev=-3.5589
C 0.709406 -0.844771 -0.298351 -2.278 0.463 -1.328 -0.124
C -0.421838 0.271290 -0.751782 0.449 -4.036 -2.722 -0.193
C -0.489984 0.414471 -2.376011 1.795 0.440 -0.066 -0.547
S -0.880329 2.174073 -2.750478 -0.994 0.279 -0.027 0.684
N 0.746115 -0.711923 1.186633 3.356 0.820 -0.519 0.149
H 0.414242 -1.867408 -0.580567 -0.455 0.366 0.503 0.132
H 1.658328 -0.794421 -0.800377 0.647 0.907 0.307 0.116
H -0.229548 1.164786 -0.178768 -0.430 0.425 -0.218 0.081
H -1.453417 -0.256985 -0.708389 1.636 1.277 1.443 0.135
H -1.297713 -0.258825 -2.700047 0.063 0.725 -0.093 0.062
H 0.386697 0.101071 -3.052060 -0.816 0.420 1.630 0.097
H 0.144915 2.805567 -3.380641 0.176 -1.065 0.224 -0.138
H 1.537152 -0.085964 1.542601 -1.740 -0.182 -0.867 0.212
H -0.151855 -0.388725 1.452052 -0.957 0.564 1.266 0.092
H 0.992549 -1.527922 1.700530 -0.403 -1.453 0.341 0.147
H -1.418373 0.050661 3.995781 3.872 -1.149 -1.661 0.170
H 0.231232 0.002590 4.169255 -1.063 -0.156 -0.384 0.062
O -0.477578 -0.247562 3.530620 -2.857 1.356 2.171 -0.136

No. 3
18
Properties=species:S:1:pos:R:3:forces:R:3:lowdin_charge:R:1 method="wB97M-V/def2-TZVPD" total_charge=+1 relative_energy_kcal_mol=6.3 gap_ev=10.274 e_lumo_ev=-3.1013
C -0.850864 1.469784 0.343873 0.174 0.609 -0.499 -0.049
C -0.707908 0.004047 0.601623 1.427 -0.657 -0.539 -0.349
C -1.682269 -0.797315 -0.252331 0.185 -1.231 -0.407 -0.481
S -1.348835 -2.642878 -0.420297 -0.521 1.019 0.684 0.731
N 0.778278 -0.393300 0.137428 -2.164 -0.638 0.624 0.199
H -1.870778 1.824583 0.469791 -0.032 -0.084 0.316 0.103
H -0.622104 1.647186 -0.712719 -0.010 0.033 0.029 0.101
H -0.160017 2.083320 0.920245 -0.141 -0.029 0.211 0.097
H -0.664297 -0.312881 1.639272 -0.608 0.219 0.133 0.146
H -2.702994 -0.646468 0.087044 0.023 -0.027 0.140 0.094
H -1.667004 -0.502730 -1.301606 0.152 0.546 0.087 0.077
H -2.195378 -2.960306 0.577057 0.301 -0.223 -0.068 -0.123
H 1.121130 -1.099712 0.784552 0.262 0.133 0.112 0.152
H 0.608508 -0.915149 -0.714733 0.634 0.200 -0.573 0.110
H 1.434062 0.382915 0.037295 0.310 0.123 -0.287 0.096
H 3.605328 1.672635 -0.988103 -0.424 0.266 0.022 0.073
H 3.821150 0.263081 -0.568536 -0.570 0.143 0.079 0.079
O 3.103996 0.923189 -0.639858 1.002 -0.402 -0.062 -0.055

No. 4
17
Properties=species:S:1:pos:R:3:forces:R:3:lowdin_charge:R:1 method="wB97M-V/def2-TZVPD" total_charge=+1 relative_energy_kcal_mol=9.3 gap_ev=8.956 e_lumo_ev=-3.4969
C 0.348517 -1.732218 2.653882 1.003 0.616 -0.449 -0.007
N -0.372268 -0.643249 1.947805 -0.240 -0.364 -0.217 0.103
H 1.384773 -1.672493 2.326380 -0.017 -0.234 -0.150 0.108
H -0.097980 -2.659192 2.331642 -0.062 -0.313 0.412 0.108
H 0.369101 -1.509846 3.698103 -0.417 -0.367 0.727 0.097
H -0.038114 0.294790 2.165592 0.286 -0.055 -0.152 0.159
H -0.268056 -0.819984 0.929457 -0.321 0.792 0.058 0.037
H -1.356468 -0.655147 2.195691 -0.304 -0.029 -0.151 0.164
C -0.289011 2.144311 -1.317847 0.662 -0.756 0.279 -0.366
S 0.317177 0.445627 -0.949338 0.243 0.304 -0.780 0.718
C 0.297821 -0.108983 -2.714384 -0.498 1.429 1.002 -0.347
H -0.303334 2.725792 -0.393075 -0.251 -0.086 -0.247 0.037
H 0.417908 2.590927 -2.019437 -0.112 0.030 0.129 0.044
H -1.250845 2.004056 -1.786525 -0.364 0.426 0.066 0.033
H -0.740933 0.014031 -3.020582 0.057 -0.747 -0.196 0.040
H 0.742770 -1.082348 -2.793819 -0.086 -0.356 -0.222 0.034
H 0.838942 0.663926 -3.253545 0.421 -0.290 -0.110 0.037

No. 5
17
Properties=species:S:1:pos:R:3:forces:R:3:lowdin_charge:R:1 method="wB97M-V/def2-TZVPD" total_charge=+2 relative_energy_kcal_mol=45.1 gap_ev="12.974 / 7.655" spin_multiplicity=2 e_lumo_ev="-8.1112 / -13.4129" s_squared=0.7531
C 2.057302 1.616930 0.877895 0.787 1.315 -3.127 -0.010
N 1.584541 0.249453 1.170114 -2.372 0.916 1.073 0.163
H 2.489940 1.956785 1.738839 0.263 1.323 2.696 0.078
H 2.992388 1.617170 0.276117 -0.870 -0.648 -0.327 0.135
H 1.343400 2.364507 0.379147 0.856 -1.604 1.141 0.131
H 1.193364 -0.242286 0.397469 0.430 -0.392 -1.110 0.061
H 0.751381 0.289033 1.808912 1.036 0.180 -0.067 0.196
H 2.281106 -0.301541 1.632477 0.819 -0.593 0.320 0.177
C -0.909331 1.191211 -0.801576 -0.588 -0.818 -2.033 -0.112
C -1.766420 -0.144452 -0.482876 2.893 1.963 1.502 -0.413
S -0.744814 -1.655820 -0.463804 -1.516 -0.312 0.339 1.182
H -0.129598 0.896690 -1.586553 -1.031 0.979 0.817 0.100
H -0.453770 1.804308 -0.000914 -0.444 -1.162 0.104 0.054
H -1.662323 1.904026 -1.220466 0.766 -0.601 -0.134 0.113
H -1.953310 0.018809 0.599492 -1.246 -0.801 -0.560 0.104
H -2.580630 -0.334124 -1.173148 -0.518 0.024 0.183 0.109
H 0.263987 -1.208556 -1.181968 0.737 0.233 -0.817 -0.067

No. 6
18
Properties=species:S:1:pos:R:3:forces:R:3:lowdin_charge:R:1 method="wB97M-V/def2-TZVPD" total_charge=0 relative_energy_kcal_mol=174.3 gap_ev=3.746 e_lumo_ev=-4.6908
C -0.891735 -0.329946 -1.613118 0.005 -0.087 0.275 -0.135
C -2.298766 0.006064 -1.056870 -1.746 0.615 1.255 -0.640
S -2.036578 0.667976 0.579224 0.473 -0.176 -0.345 0.869
C 0.707228 -0.458495 2.250053 0.733 1.977 -1.229 -0.040
H -1.186988 -0.523431 -2.646121 0.943 0.227 -0.271 0.086
H -0.257613 0.522152 -1.373886 0.197 0.035 -1.068 0.024
H -0.350797 -1.205396 -1.179080 -0.989 0.546 -0.080 0.093
H -3.008686 0.689332 -1.619699 1.708 -0.241 0.097 0.094
H -2.903803 -0.868677 -0.939515 -0.049 -0.978 0.117 0.044
H 0.199992 -0.201055 1.337526 -0.786 -0.546 -1.177 -0.065
H 1.310476 -1.295835 2.204724 1.490 -1.178 -0.392 0.010
H 1.173599 0.501721 2.374672 0.983 0.091 0.574 0.046
H 2.068196 2.251267 -0.302300 -0.972 -0.459 -0.099 0.065
H 0.023074 -0.596781 2.971023 -2.745 -0.353 2.626 -0.016
O 1.254931 1.706131 -0.405327 0.211 2.273 -0.233 -0.084
H 1.520394 0.837309 -0.082772 0.656 -1.522 0.158 -0.091
H 2.626197 -1.110879 -0.511783 0.996 -0.824 -0.899 -0.042
O 2.050885 -0.591453 0.013248 -1.109 0.600 0.692 -0.219

No. 7
18
Properties=species:S:1:pos:R:3:forces:R:3:lowdin_charge:R:1 method="wB97M-V/def2-TZVPD" total_charge=0 relative_energy_kcal_mol=25.0 gap_ev=9.070 smiles=CCSC.O.O e_lumo_ev=0.3675
C -2.221465 0.951016 -1.499360 0.220 1.240 -1.253 -0.185
C -1.519564 -0.336675 -1.042886 0.105 1.198 -1.164 -0.632
S -1.896698 -0.765828 0.605841 -0.258 -0.104 1.933 0.754
C -1.308192 0.803612 1.457937 -0.717 -1.326 -1.909 -0.349
H -1.834359 1.394951 -2.488671 -0.623 -1.209 1.088 0.096
H -3.307259 0.830331 -1.538151 0.116 -0.047 -0.199 0.068
H -2.038928 1.819935 -0.843938 0.016 -0.623 0.101 0.046
H -1.768000 -1.203602 -1.701150 0.528 0.716 0.484 0.085
H -0.464250 -0.080330 -0.972372 0.363 -0.529 -0.820 0.049
H -2.047919 1.530631 1.100366 0.497 0.153 0.919 0.015
H -0.305472 1.030954 1.065678 -0.264 0.034 0.462 0.038
H -1.348652 0.517377 2.495571 0.067 0.513 0.362 0.017
H 1.943219 -0.300830 2.898534 -0.054 -0.334 -0.649 0.028
H 1.871158 -1.004622 1.425650 1.316 0.919 2.460 0.076
O 2.478112 -0.729462 2.209726 -1.335 -0.603 -1.809 -0.107
H 4.244783 -1.994193 -0.576112 0.241 0.026 0.207 0.024
H 4.572067 -1.060550 -1.729333 0.857 -0.470 1.460 0.062
O 4.951427 -1.402718 -0.867329 -1.076 0.444 -1.674 -0.086